An isolated ion of composition C4H9N2O2S and charge +1, computed with ωB97M-V/def2-TZVPD.

## Properties
lowest unoccupied orbital energy	-0.167	hartree
total charge	+1
HOMO energy	-13.385	eV
energy relative to the best compared isomer or geometry (same formula, charge and spin)	4.083	eV

Cartesian coordinates (Å):
1 C -0.42 -2.05 -0.41
2 N -0.82 -0.86 -0.17
3 C 0.17 0.34 -0.44
4 C 1.65 0.23 -0.80
5 N 2.55 0.08 0.12
6 O 3.75 0.07 -0.01
7 O 2.06 -0.05 1.41
8 S -2.35 -0.55 0.51
9 C -2.59 1.23 0.36
10 H -1.07 -2.90 -0.23
11 H 0.57 -2.22 -0.80
12 H 0.11 0.90 0.50
13 H -0.32 0.90 -1.24
14 H 1.98 0.27 -1.83
15 H 2.82 -0.10 2.02
16 H -2.55 1.55 -0.68
17 H -1.91 1.79 0.99
18 H -3.61 1.37 0.73

In elementary charge units, the Löwdin charges are: atom 1 (C): 0.089, atom 2 (N): -0.418, atom 3 (C): -0.087, atom 4 (C): -0.022, atom 5 (N): -0.332, atom 6 (O): 0.092, atom 7 (O): 0.086, atom 8 (S): 1.016, atom 9 (C): -0.338, atom 10 (H): 0.111, atom 11 (H): 0.117, atom 12 (H): 0.110, atom 13 (H): 0.124, atom 14 (H): 0.142, atom 15 (H): 0.152, atom 16 (H): 0.053, atom 17 (H): 0.048, atom 18 (H): 0.058


C4H9N2O7S2Tm as an isolated structure, computed with ωB97M-V/def2-TZVPD.

## Properties
lowest unoccupied orbital energy (spin up / spin down)	-0.394 / -0.392	hartree
total charge	+2
HOMO energy (spin up / spin down)	-15.014 / -15.008	eV
multiplicity	3

Cartesian coordinates (Å):
1 C 3.00 -0.95 0.62
2 C 2.74 0.14 -0.59
3 O 3.59 1.34 -0.53
4 C 1.11 0.49 -0.77
5 S 0.40 1.48 0.64
6 O 1.40 2.58 1.17
7 O 0.13 0.57 1.90
8 N -1.08 2.33 0.29
9 S -2.17 1.38 -0.69
10 O -3.63 1.89 -0.35
11 O -1.94 1.75 -2.18
12 C -2.18 -0.46 -0.34
13 O -3.54 -1.06 -0.53
14 N -3.54 -2.27 0.12
15 O -4.13 -2.00 1.18
16 H 2.09 -1.06 1.36
17 H 3.94 -0.69 1.29
18 H 3.19 -2.03 0.14
19 H 3.04 -0.43 -1.60
20 H 4.32 1.32 -1.22
21 H 0.87 0.91 -1.85
22 H 0.58 -0.58 -0.73
23 H -1.76 -0.77 0.71
24 H -1.51 -0.97 -1.19
25 Tm -4.93 -2.91 3.14

In elementary charge units, the Löwdin charges are: atom 1 (C): -0.065, atom 2 (C): -0.357, atom 3 (O): -0.082, atom 4 (C): -0.188, atom 5 (S): 0.736, atom 6 (O): -0.284, atom 7 (O): -0.370, atom 8 (N): -0.104, atom 9 (S): 0.732, atom 10 (O): -0.330, atom 11 (O): -0.292, atom 12 (C): -0.185, atom 13 (O): -0.099, atom 14 (N): 0.111, atom 15 (O): -0.178, atom 16 (H): 0.067, atom 17 (H): 0.114, atom 18 (H): 0.098, atom 19 (H): 0.166, atom 20 (H): 0.132, atom 21 (H): 0.144, atom 22 (H): 0.109, atom 23 (H): 0.123, atom 24 (H): 0.152, atom 25 (Tm): 1.849


The molecule C4H9N2P, computed with ωB97M-V/def2-TZVPD.

## Properties
lowest unoccupied orbital energy	0.009	hartree
total charge	0
HOMO energy	-8.331	eV
energy relative to the best compared isomer or geometry (same formula, charge and spin)	3.751	eV

Cartesian coordinates (Å):
1 C 1.18 -1.19 -0.80
2 C 0.60 0.01 -0.98
3 C -0.82 2.00 0.00
4 C 0.46 1.24 -0.08
5 N 1.48 -1.87 0.40
6 N -1.18 -1.22 0.35
7 P 0.03 -1.89 1.02
8 H 1.37 -1.82 -1.58
9 H 0.46 0.26 -2.01
10 H -0.63 2.68 0.91
11 H -1.63 1.22 0.28
12 H -1.11 2.35 -0.95
13 H 0.72 0.98 0.90
14 H 1.24 1.91 -0.34
15 H -1.92 -1.88 0.70
16 H -0.25 -2.78 2.20

In elementary charge units, the Löwdin charges are: atom 1 (C): -0.354, atom 2 (C): -0.134, atom 3 (C): -0.125, atom 4 (C): -0.306, atom 5 (N): -0.194, atom 6 (N): -0.225, atom 7 (P): 0.749, atom 8 (H): 0.068, atom 9 (H): 0.094, atom 10 (H): 0.109, atom 11 (H): 0.077, atom 12 (H): 0.047, atom 13 (H): 0.068, atom 14 (H): 0.094, atom 15 (H): 0.002, atom 16 (H): 0.029


An isolated ion of composition C4H9N2S and charge +1, computed with ωB97M-V/def2-TZVPD.

## Properties
lowest unoccupied orbital energy	-0.201	hartree
total charge	+1
HOMO energy	-12.770	eV
energy relative to the best compared isomer or geometry (same formula, charge and spin)	1.901	eV

Cartesian coordinates (Å):
1 C -0.82 1.53 -0.37
2 C -0.44 0.12 -0.15
3 C -1.38 -0.95 -0.49
4 N 0.78 -0.10 0.30
5 C 1.50 -1.30 0.28
6 N 2.73 -1.22 0.84
7 S 1.04 -2.72 -0.48
8 H -0.29 1.94 -1.36
9 H -0.48 2.20 0.35
10 H -1.89 1.59 -0.31
11 H -1.00 -2.00 -0.62
12 H -2.05 -0.79 -1.44
13 H -1.96 -0.98 0.43
14 H 1.35 0.65 0.65
15 H 2.88 -0.80 1.72
16 H 3.36 -1.94 0.47

In elementary charge units, the Löwdin charges are: atom 1 (C): 0.020, atom 2 (C): -0.250, atom 3 (C): -0.048, atom 4 (N): 0.128, atom 5 (C): -0.784, atom 6 (N): 0.101, atom 7 (S): 0.800, atom 8 (H): 0.186, atom 9 (H): 0.074, atom 10 (H): 0.096, atom 11 (H): -0.010, atom 12 (H): 0.159, atom 13 (H): 0.127, atom 14 (H): 0.173, atom 15 (H): 0.110, atom 16 (H): 0.119


An isolated ion of composition C4H9N2S and charge +1, computed with ωB97M-V/def2-TZVPD.

## Properties
lowest unoccupied orbital energy	-0.147	hartree
total charge	+1
HOMO energy	-12.582	eV
energy relative to the best compared isomer or geometry (same formula, charge and spin)	3.735	eV

Cartesian coordinates (Å):
1 C -0.59 -0.88 -0.71
2 C 0.39 -1.44 0.33
3 N 1.44 -0.53 0.75
4 S 2.50 0.15 -0.54
5 C 1.29 0.88 0.62
6 C -0.28 1.38 0.23
7 N -1.19 0.45 -0.38
8 H -0.07 -0.73 -1.67
9 H -1.32 -1.65 -0.86
10 H -0.19 -1.67 1.30
11 H 0.74 -2.46 -0.03
12 H 1.75 1.62 1.29
13 H -0.69 1.52 1.21
14 H -0.06 2.27 -0.48
15 H -1.66 0.81 -1.34
16 H -2.06 0.29 0.27

In elementary charge units, the Löwdin charges are: atom 1 (C): -0.153, atom 2 (C): -0.230, atom 3 (N): -0.375, atom 4 (S): 0.887, atom 5 (C): -0.473, atom 6 (C): -0.090, atom 7 (N): 0.000, atom 8 (H): 0.123, atom 9 (H): 0.132, atom 10 (H): 0.155, atom 11 (H): 0.156, atom 12 (H): 0.109, atom 13 (H): 0.118, atom 14 (H): 0.162, atom 15 (H): 0.250, atom 16 (H): 0.231


An isolated ion of composition C4H9N2S and charge +1, computed with ωB97M-V/def2-TZVPD.

## Properties
lowest unoccupied orbital energy	-0.132	hartree
total charge	+1
HOMO energy	-13.330	eV
energy relative to the best compared isomer or geometry (same formula, charge and spin)	1.952	eV

Cartesian coordinates (Å):
1 C 0.21 0.78 1.53
2 C 0.18 0.04 0.10
3 N 0.47 1.15 -1.06
4 C -1.30 -0.42 -0.24
5 S -1.24 -2.11 -0.75
6 C 0.52 -2.14 -0.50
7 N 1.09 -1.06 -0.12
8 H 1.08 1.38 1.49
9 H 0.38 -0.11 2.29
10 H -0.62 1.40 1.74
11 H -0.25 1.81 -0.86
12 H 0.38 0.75 -1.97
13 H 1.42 1.60 -1.02
14 H -1.79 -0.54 0.82
15 H -1.76 0.36 -0.82
16 H 1.22 -2.88 -0.63

In elementary charge units, the Löwdin charges are: atom 1 (C): 0.015, atom 2 (C): -0.469, atom 3 (N): 0.250, atom 4 (C): -0.437, atom 5 (S): 0.974, atom 6 (C): -0.377, atom 7 (N): 0.019, atom 8 (H): 0.059, atom 9 (H): 0.153, atom 10 (H): 0.070, atom 11 (H): 0.131, atom 12 (H): 0.149, atom 13 (H): 0.188, atom 14 (H): 0.118, atom 15 (H): 0.085, atom 16 (H): 0.073


An isolated ion of composition C4H9N2S and charge +1, computed with ωB97M-V/def2-TZVPD.

## Properties
lowest unoccupied orbital energy (spin up / spin down)	-0.139 / -0.269	hartree
total charge	+1
HOMO energy (spin up / spin down)	-12.856 / -14.045	eV
multiplicity	3
energy relative to the best compared isomer or geometry (same formula, charge and spin)	1.613	eV

Cartesian coordinates (Å):
1 C -0.61 -1.83 0.20
2 C -1.01 -0.50 0.26
3 C -0.66 1.94 1.18
4 C 1.60 -0.11 -1.20
5 N -1.47 -2.52 -0.41
6 N -0.05 0.75 0.53
7 S 1.57 0.87 0.33
8 H 0.31 -2.16 0.70
9 H -2.08 -0.36 0.47
10 H -1.56 1.61 1.69
11 H -0.91 2.72 0.38
12 H 0.12 2.47 1.66
13 H 0.59 -0.38 -1.47
14 H 2.42 -0.95 -1.23
15 H 2.03 0.53 -2.00
16 H -1.47 -3.57 -0.24

In elementary charge units, the Löwdin charges are: atom 1 (C): -0.313, atom 2 (C): 0.018, atom 3 (C): -0.080, atom 4 (C): -0.298, atom 5 (N): 0.131, atom 6 (N): -0.453, atom 7 (S): 1.120, atom 8 (H): 0.129, atom 9 (H): 0.133, atom 10 (H): 0.096, atom 11 (H): 0.134, atom 12 (H): 0.062, atom 13 (H): 0.031, atom 14 (H): 0.111, atom 15 (H): 0.064, atom 16 (H): 0.115


An isolated ion of composition C4H9N2S2 and charge +1, computed with ωB97M-V/def2-TZVPD.

## Properties
lowest unoccupied orbital energy	-0.163	hartree
total charge	+1
HOMO energy	-13.309	eV
energy relative to the best compared isomer or geometry (same formula, charge and spin)	2.798	eV

Cartesian coordinates (Å):
1 C 0.01 -1.31 -1.46
2 C 1.19 -0.79 -0.70
3 C -1.60 -0.06 -0.26
4 C 1.16 1.00 1.32
5 N -1.18 -0.87 -1.26
6 N 0.72 -0.19 0.57
7 S -2.35 -0.78 1.16
8 S -1.87 1.61 -0.51
9 H 0.17 -1.88 -2.38
10 H 1.98 -1.53 -0.45
11 H 1.65 -0.03 -1.41
12 H 0.72 0.93 2.20
13 H 2.15 0.94 1.70
14 H 1.10 1.80 0.65
15 H 0.63 -0.93 1.26
16 H -3.04 0.27 1.48
17 H -1.42 1.82 -1.92

In elementary charge units, the Löwdin charges are: atom 1 (C): -0.054, atom 2 (C): -0.139, atom 3 (C): -1.049, atom 4 (C): -0.052, atom 5 (N): 0.025, atom 6 (N): -0.131, atom 7 (S): 0.894, atom 8 (S): 0.858, atom 9 (H): 0.145, atom 10 (H): 0.140, atom 11 (H): 0.163, atom 12 (H): 0.044, atom 13 (H): 0.086, atom 14 (H): 0.070, atom 15 (H): 0.110, atom 16 (H): -0.132, atom 17 (H): 0.021


An isolated ion of composition C4H9N2S2 and charge +1, computed with ωB97M-V/def2-TZVPD.

## Properties
lowest unoccupied orbital energy	-0.181	hartree
total charge	+1
HOMO energy	-13.201	eV
energy relative to the best compared isomer or geometry (same formula, charge and spin)	2.579	eV

Cartesian coordinates (Å):
1 C 0.25 -1.65 -0.14
2 C -0.89 1.19 0.70
3 C 0.54 -3.07 -0.47
4 C 0.08 3.61 0.22
5 N -0.88 -1.48 0.65
6 N 0.89 -0.58 -0.41
7 S -1.81 -0.14 1.16
8 S -1.29 2.75 0.97
9 H 0.03 0.86 0.02
10 H 0.70 -3.08 -1.51
11 H -0.31 -3.67 -0.21
12 H 1.53 -3.22 -0.06
13 H -0.07 3.59 -0.89
14 H 1.02 3.25 0.38
15 H 0.02 4.77 0.34
16 H -1.47 -2.31 0.31
17 H 1.65 -0.81 -1.07

In elementary charge units, the Löwdin charges are: atom 1 (C): -0.512, atom 2 (C): -0.792, atom 3 (C): 0.022, atom 4 (C): -0.351, atom 5 (N): -0.285, atom 6 (N): 0.094, atom 7 (S): 1.068, atom 8 (S): 0.977, atom 9 (H): 0.062, atom 10 (H): 0.080, atom 11 (H): 0.090, atom 12 (H): 0.113, atom 13 (H): 0.066, atom 14 (H): 0.016, atom 15 (H): 0.112, atom 16 (H): 0.132, atom 17 (H): 0.107


The molecule C4H9N3, computed with ωB97M-V/def2-TZVPD.

## Properties
lowest unoccupied orbital energy	0.034	hartree
total charge	0
HOMO energy	-9.487	eV
energy relative to the best compared isomer or geometry (same formula, charge and spin)	1.727	eV

Cartesian coordinates (Å):
1 C -1.77 0.49 -0.07
2 C -0.40 1.11 -0.31
3 C 0.82 0.10 -0.29
4 N 2.07 0.83 -0.17
5 N 0.59 -0.70 0.96
6 C 0.51 -1.80 0.53
7 N 0.36 -2.94 0.23
8 H -1.91 0.26 0.99
9 H -1.91 -0.42 -0.65
10 H -2.55 1.20 -0.36
11 H -0.25 1.92 0.41
12 H -0.38 1.57 -1.31
13 H 0.81 -0.41 -1.26
14 H 2.63 0.33 0.51
15 H 1.92 1.75 0.22
16 H -0.53 -3.29 0.57

In elementary charge units, the Löwdin charges are: atom 1 (C): -0.120, atom 2 (C): -0.219, atom 3 (C): -0.412, atom 4 (N): 0.041, atom 5 (N): 0.145, atom 6 (C): -0.403, atom 7 (N): 0.167, atom 8 (H): 0.070, atom 9 (H): 0.072, atom 10 (H): 0.072, atom 11 (H): 0.105, atom 12 (H): 0.107, atom 13 (H): 0.140, atom 14 (H): 0.075, atom 15 (H): 0.065, atom 16 (H): 0.095


The molecule C4H9N3, computed with ωB97M-V/def2-TZVPD.

## Properties
lowest unoccupied orbital energy	0.020	hartree
total charge	0
HOMO energy	-6.491	eV
energy relative to the best compared isomer or geometry (same formula, charge and spin)	3.838	eV

Cartesian coordinates (Å):
1 H -1.46 0.91 -1.96
2 N -1.44 1.65 -1.25
3 C -0.93 1.25 -0.15
4 N 0.31 0.41 0.01
5 C 1.67 0.88 0.03
6 C -0.14 -0.81 0.32
7 C -1.55 -0.78 0.26
8 N 0.67 -1.88 0.49
9 H -0.92 1.98 0.66
10 H 2.15 0.65 0.99
11 H 2.26 0.43 -0.77
12 H 1.67 1.96 -0.11
13 H -2.20 -0.77 1.14
14 H -2.00 -1.28 -0.58
15 H 1.67 -1.82 0.35
16 H 0.24 -2.79 0.58

In elementary charge units, the Löwdin charges are: atom 1 (H): 0.024, atom 2 (N): 0.012, atom 3 (C): -0.323, atom 4 (N): -0.078, atom 5 (C): -0.041, atom 6 (C): -0.412, atom 7 (C): -0.056, atom 8 (N): 0.183, atom 9 (H): 0.110, atom 10 (H): 0.088, atom 11 (H): 0.088, atom 12 (H): 0.092, atom 13 (H): 0.051, atom 14 (H): 0.056, atom 15 (H): 0.096, atom 16 (H): 0.109


A 2-piece molecular cluster, C4H9N3 overall, computed with ωB97M-V/def2-TZVPD.

## Properties
lowest unoccupied orbital energy	0.029	hartree
total charge	0
HOMO energy	-8.543	eV
energy relative to the best compared isomer or geometry (same formula, charge and spin)	5.699	eV

Cartesian coordinates (Å):
1 C 0.05 0.58 2.86
2 C -0.59 1.12 1.90
3 C -1.21 1.91 1.08
4 C -0.60 -1.53 -1.12
5 N 1.24 -0.76 -2.75
6 N 1.43 -0.58 -1.47
7 N 0.55 -0.95 -0.61
8 H -0.34 0.70 3.89
9 H 0.86 -0.05 2.60
10 H -0.86 2.92 0.99
11 H 2.23 0.01 -1.00
12 H -2.20 1.85 0.57
13 H -1.03 -0.75 -1.86
14 H -0.27 -2.44 -1.59
15 H -1.34 -1.76 -0.24
16 H 2.08 -0.27 -3.25

In elementary charge units, the Löwdin charges are: atom 1 (C): -0.018, atom 2 (C): -0.223, atom 3 (C): -0.021, atom 4 (C): -0.190, atom 5 (N): 0.012, atom 6 (N): -0.234, atom 7 (N): -0.102, atom 8 (H): 0.078, atom 9 (H): 0.048, atom 10 (H): 0.040, atom 11 (H): 0.206, atom 12 (H): 0.070, atom 13 (H): 0.102, atom 14 (H): 0.057, atom 15 (H): 0.105, atom 16 (H): 0.071